Entry 1:
Formula: C23H35Cl2NaO2Si2
Source: OMol25
Level of theory: ωB97M-V/def2-TZVPD

```
! RIJCOSX wB97M-V def2-TZVPD def2/J DEFGRID3
* xyz -2 1
Na 0.541 -0.128 -1.429
Cl 2.097 -2.836 -1.318
C 3.098 -1.544 -2.058
Cl 3.370 -0.228 -0.898
H 2.520 -1.128 -2.891
H 4.053 -1.973 -2.333
C 0.027 -2.336 2.217
Si -0.263 -0.499 2.396
C 0.294 0.096 4.081
C -2.152 -0.282 2.346
C -2.778 -0.031 3.578
C -4.161 -0.038 3.718
C -4.952 -0.309 2.610
C -4.348 -0.547 1.382
C -2.957 -0.534 1.207
Si -2.219 -0.764 -0.586
C -3.519 0.300 -1.569
C -2.921 -2.528 -0.992
H -0.336 -2.868 3.105
H 1.090 -2.554 2.079
H -0.518 -2.715 1.346
H -0.093 -0.535 4.888
H -0.034 1.126 4.258
H 1.386 0.088 4.121
H -2.176 0.181 4.454
H -4.612 0.167 4.683
H -6.034 -0.325 2.700
H -4.981 -0.742 0.520
H -4.527 -0.141 -1.591
H -3.193 0.423 -2.610
H -3.600 1.304 -1.137
H -4.014 -2.592 -0.878
H -2.470 -3.289 -0.344
H -2.673 -2.798 -2.027
C 0.573 2.671 1.069
C 1.376 1.465 1.425
O 0.670 0.240 1.253
C 2.606 1.474 2.023
C 3.317 0.276 2.439
C 4.556 0.333 3.033
C 5.224 1.545 3.287
C 4.558 2.719 2.904
C 3.317 2.712 2.307
H -0.189 2.408 0.330
H 1.194 3.462 0.635
H 0.037 3.123 1.926
H 2.866 -0.688 2.235
H 5.039 -0.602 3.304
H 6.197 1.570 3.761
H 5.035 3.680 3.084
H 2.858 3.657 2.041
C -0.380 1.363 -4.739
C 0.345 0.009 -4.620
C -0.705 -1.113 -4.742
C 1.331 -0.114 -5.798
O 1.010 -0.081 -3.426
H -0.919 1.472 -5.689
H 0.353 2.171 -4.652
H -1.095 1.461 -3.918
H -1.254 -1.076 -5.692
H -1.420 -1.032 -3.918
H -0.206 -2.083 -4.658
H 0.834 -0.036 -6.774
H 1.841 -1.081 -5.741
H 2.085 0.674 -5.719
*
```

The orbital gap is 3.43 eV. The highest occupied orbital energy is 0.0155 Ha.

Entry 2:
Formula: C23H35N2O4
Source: OMol25
Level of theory: ωB97M-V/def2-TZVPD

```
! RIJCOSX wB97M-V def2-TZVPD def2/J DEFGRID3
* xyz -1 1
C -4.169 3.387 3.749
O -3.594 2.207 3.220
C -2.486 2.395 2.344
C -2.902 2.299 0.890
C -3.478 3.600 0.304
C -4.539 3.420 -0.776
C -3.963 3.012 -2.142
C -3.528 1.560 -2.159
C -4.385 0.516 -1.780
C -3.954 -0.803 -1.758
C -2.649 -1.152 -2.109
C -1.809 -0.126 -2.484
C -2.237 1.199 -2.512
C -1.050 2.024 -2.941
O -0.998 3.093 -3.474
N 0.040 1.199 -2.612
C -0.358 -0.132 -2.870
O 0.330 -1.002 -3.287
H -5.138 3.563 3.278
H -3.545 4.267 3.590
H -4.310 3.256 4.820
H -1.943 3.316 2.559
H -1.799 1.574 2.544
H -2.009 2.030 0.319
H -3.605 1.487 0.726
H -3.955 4.140 1.124
H -2.703 4.270 -0.066
H -5.337 2.745 -0.470
H -5.017 4.391 -0.921
H -3.069 3.608 -2.298
H -4.661 3.204 -2.953
H -5.395 0.751 -1.477
H -4.646 -1.567 -1.432
H -2.298 -2.172 -2.092
H 0.942 1.498 -2.972
C 4.364 -3.613 2.404
C 4.649 -2.665 1.221
C 4.590 -3.472 -0.086
C 3.184 -3.892 -0.522
C 2.102 -2.916 -0.042
C 2.616 -1.505 0.274
N 3.647 -1.597 1.280
O 4.162 -0.338 1.636
C 1.444 -0.728 0.877
C 3.031 -0.796 -1.028
C 6.078 -2.160 1.365
H 4.432 -3.061 3.342
H 5.083 -4.446 2.445
H 3.362 -4.039 2.338
H 5.037 -2.874 -0.886
H 5.228 -4.360 0.001
H 3.162 -3.963 -1.614
H 2.956 -4.898 -0.156
H 1.302 -2.866 -0.790
H 1.634 -3.316 0.863
H 1.154 -1.164 1.834
H 0.573 -0.759 0.206
H 1.711 0.316 1.042
H 2.182 -0.750 -1.718
H 3.846 -1.300 -1.549
H 3.352 0.227 -0.822
H 6.771 -3.010 1.355
H 6.217 -1.622 2.300
H 6.346 -1.492 0.546
*
```

The orbital gap is 2.98 eV. The highest occupied orbital energy is -0.0413 Ha.

Summary of lowest unoccupied orbital energy in eV
3.8548 1.8521
(order as listed above)
Summary of calculated total energy in eV
-73732.4702 -35587.8204
(order as listed above)